Record 1
Below is C25H69N6O7 as an isolated structure, with properties calculated with the ωB97M-V functional and the def2-TZVPD basis.

2S+1   1
HOMO   -2.43 eV
HOMO-LUMO gap   0.1889 Ha
Relative energy (zero: lowest compared OMol25 entry of this formula, charge and spin)   41.827 eV
F_max   0.2694 hartree/bohr
Charge   -1
Calculated total energy   -1847.4127 hartree
E_LUMO   2.709 eV

Cartesian coordinates (Å):
H 1.231 1.059 -0.751
H -1.193 2.674 -3.132
H -3.839 -1.551 4.060
H -1.001 1.070 3.399
H 1.894 2.940 0.982
N -0.273 -1.583 -2.171
C -0.345 2.452 -2.484
H 2.438 -1.551 -2.225
H 0.808 0.180 4.587
H -0.398 -3.449 -1.339
H -2.005 -5.108 -2.658
C -2.419 -3.150 -1.781
O 2.707 0.361 1.716
H -4.578 0.078 4.341
C 1.249 2.776 0.119
H -2.000 0.655 4.950
H 1.710 0.724 -2.376
C 2.945 2.628 -1.535
H -2.697 -2.564 -3.648
C 3.553 -0.743 1.445
H 0.572 0.245 2.050
H -1.771 -0.087 1.214
C 1.863 -1.707 -1.312
O -2.858 1.339 -1.240
H 1.008 1.735 -0.093
C -0.079 -1.913 0.831
H -0.627 -2.380 1.650
C 5.164 0.816 0.221
H 0.853 -2.427 0.593
H -0.183 -0.082 6.064
H -1.719 -1.363 2.185
H 5.867 -1.645 0.608
H 3.697 2.998 -0.838
H 0.014 -2.525 -1.946
H -0.011 0.050 1.459
H 5.442 2.975 -2.952
C -4.846 -0.420 1.468
H 6.006 -1.726 2.181
H -1.162 1.371 1.460
C 0.197 -0.530 5.146
H -3.541 -2.123 0.346
H -2.003 2.891 -2.362
H 0.697 -1.484 5.314
H 2.647 2.807 -5.078
H 6.202 1.135 0.127
H 3.359 -1.151 0.453
H 1.146 0.401 0.460
H 4.849 2.857 -4.404
O -0.357 1.068 -2.206
H -2.630 1.382 0.791
H -4.833 -0.746 2.892
H 5.140 0.263 -0.718
H 0.161 -1.431 -3.070
N -2.062 -2.332 -2.898
H -5.592 0.260 1.879
H 2.822 1.548 -1.451
O -1.331 0.141 -0.135
C -3.409 1.181 0.056
H -4.274 -0.693 2.356
H -1.684 3.013 -0.665
C -1.252 -3.185 -0.717
O -0.866 -0.744 4.270
H 2.553 -1.276 -0.586
C -4.066 -0.250 0.131
O -1.045 -1.875 -0.203
H 0.123 -0.935 -0.223
H 0.401 3.424 0.341
H -0.388 3.068 -1.586
C 0.907 0.551 -1.659
N 6.068 -1.071 1.415
H 0.172 1.385 0.308
H 3.521 -1.556 2.171
C 5.001 -0.086 1.493
H 1.275 -1.133 1.015
C -2.869 0.129 2.969
C 2.470 2.645 -4.015
H -3.295 3.362 -1.266
H 4.505 1.683 0.176
H -1.456 -3.933 0.049
N -3.083 -1.266 0.072
H -3.655 -4.596 -2.861
N -2.334 -0.636 1.848
H 5.073 0.469 2.428
H -1.150 -2.694 -3.138
O 1.731 3.239 -1.045
H 2.225 1.600 -3.825
C -0.550 0.742 0.812
C -4.056 -0.571 3.637
C 1.366 -0.115 1.394
N 4.649 2.595 -3.450
C -2.821 -4.585 -2.160
C -2.440 2.696 -1.383
H -2.568 -1.148 0.933
H -3.202 -5.095 -1.275
H -4.788 -0.411 -0.669
H -4.183 1.896 0.334
H -5.422 -1.319 1.247
C 0.597 -0.860 -1.202
H 3.424 4.253 -2.983
C -1.637 0.384 3.958
H 1.750 -2.745 -0.997
H -3.356 -2.848 -1.314
H 0.378 2.744 -3.246
H -3.321 1.074 2.667
H 1.486 3.100 -3.897
C 3.404 3.163 -2.951
H 0.200 -0.882 1.049

***

Record 2
Below is a 2-piece molecular cluster, C4H14N3 overall, with properties calculated with the ωB97M-V functional and the def2-TZVPD basis.

2S+1   1
HOMO   -14.09 eV
HOMO-LUMO gap   0.3976 Ha
Relative energy (zero: lowest compared OMol25 entry of this formula, charge and spin)   2.275 eV
F_max   0.1005 hartree/bohr
Charge   +1
Calculated total energy   -324.7812 hartree
E_LUMO   -3.276 eV

Cartesian coordinates (Å):
H -1.612 2.200 -2.574
C 0.491 -1.153 0.737
H 0.179 -1.794 -1.019
H 2.798 0.131 0.204
H 1.688 -0.879 -1.220
H 0.954 -0.403 2.694
H -0.707 -1.907 2.233
H 2.066 1.466 1.333
C -1.295 0.606 -1.231
C 2.343 0.302 1.209
N 0.761 -1.113 -0.635
C -1.916 1.913 -1.607
H -1.124 -2.378 0.608
H -1.781 0.325 -0.274
H -1.679 2.703 -0.851
H -0.219 0.672 -1.021
H -1.532 -0.270 -1.939
H -3.069 1.671 -1.492
N -0.661 -1.765 1.233
N 1.218 -0.397 1.605
H 3.098 0.069 2.007